Density functional theory data (the ωB97M-V functional and the def2-TZVPD basis) for a molecular structure, C19H43HoOP3SSe.

```
69
Properties=species:S:1:pos:R:3:lowdin_spin:R:1
Ho -0.306 0.069 -0.206 4.0358
P -0.180 1.087 2.614 -0.0046
P -0.362 2.599 -1.140 -0.0058
P 2.428 0.535 0.485 -0.0046
H -0.644 -3.245 0.215 0.0001
C 0.235 -2.978 0.803 -0.0016
C 0.080 -2.386 2.005 -0.0011
H -0.921 -2.118 2.364 0.0001
C -1.789 0.914 3.492 -0.0003
C 0.045 2.896 2.825 -0.0005
C 0.904 0.486 3.962 -0.0010
C -0.270 2.441 -2.969 -0.0006
C -1.990 3.400 -0.912 -0.0005
C 0.805 3.939 -0.791 -0.0008
C 3.361 -0.793 1.338 -0.0010
C 3.173 2.007 1.292 -0.0008
C 3.319 0.583 -1.120 0.0004
H 1.226 -3.095 0.343 0.0000
H 0.930 -2.149 2.646 0.0000
H -2.152 -0.120 3.406 0.0000
H -2.543 1.597 3.073 0.0000
H -1.619 1.153 4.552 -0.0001
H -0.708 3.439 2.238 0.0000
H 1.047 3.202 2.502 0.0000
H -0.082 3.132 3.890 -0.0001
H 0.735 -0.585 4.122 0.0000
H 0.630 1.033 4.875 -0.0002
H 1.963 0.657 3.738 0.0000
H -0.501 3.426 -3.395 -0.0002
H -0.988 1.690 -3.330 0.0001
H 0.738 2.119 -3.265 0.0000
H -1.978 4.325 -1.504 -0.0002
H -2.148 3.633 0.151 0.0000
H -2.805 2.742 -1.248 0.0000
H 0.499 4.797 -1.397 -0.0002
H 1.823 3.630 -1.055 0.0000
H 0.773 4.197 0.274 0.0000
H 4.410 -0.757 1.006 -0.0002
H 2.930 -1.773 1.092 0.0000
H 3.316 -0.661 2.428 0.0000
H 4.255 2.011 1.094 -0.0002
H 3.011 1.991 2.376 0.0000
H 2.736 2.926 0.884 0.0000
H 4.396 0.520 -0.922 0.0000
H 3.088 1.514 -1.653 0.0000
H 2.999 -0.260 -1.749 -0.0001
C 0.683 -3.062 -3.183 -0.0022
C 0.545 -4.229 -2.427 -0.0002
C 0.776 -5.489 -3.030 -0.0001
C 1.148 -5.574 -4.386 -0.0001
C 1.278 -4.393 -5.133 -0.0002
C 1.037 -3.151 -4.531 -0.0006
Se 0.490 -1.145 -2.413 -0.0047
H -0.800 -1.463 -1.552 -0.0005
H 0.269 -4.182 -1.370 0.0000
H 0.662 -6.423 -2.450 0.0000
H 1.322 -6.551 -4.853 0.0000
H 1.558 -4.449 -6.182 0.0000
H 1.140 -2.241 -5.123 -0.0001
C -4.728 -1.448 0.413 0.0000
S -3.955 0.068 -0.200 -0.0001
C -4.463 1.171 1.138 0.0001
O -2.422 -0.165 0.122 -0.0031
H -5.676 -1.560 -0.126 0.0000
H -4.930 -1.369 1.488 0.0000
H -4.073 -2.298 0.196 0.0000
H -5.456 1.555 0.868 -0.0001
H -3.755 2.008 1.216 0.0000
H -4.520 0.617 2.086 0.0000
```

Output
Frontier orbital gap (alpha / beta) (Ha): 0.26529 / 0.26977
HOMO level (alpha / beta) (eV): -16.9 / -16.9
Charge: +3
⟨S²⟩: 6.00
Spin multiplicity: 5